1.
{"formula": "C4H9N2", "method": "wB97M-V/def2-TZVPD", "species": ["C", "C", "C", "C", "N", "N", "H", "H", "H", "H", "H", "H", "H", "H", "H"], "coordinates": [[0.39, -0.10, 0.07], [3.35, -1.72, 0.28], [-1.38, 1.14, 1.14], [-1.55, 0.96, -1.24], [0.69, 1.08, -0.12], [-0.71, 0.82, -0.05], [3.44, -0.96, -0.46], [3.27, -1.32, 1.29], [2.76, -2.56, 0.09], [-2.25, 1.91, 1.08], [-2.02, 0.19, 1.42], [-0.69, 1.32, 1.92], [-1.26, 0.07, -1.81], [-2.54, 1.12, -0.98], [-1.20, 1.80, -1.80]], "de_lowest_kcal_mol": 215.7, "homo_energy_ev": [-13.54, -14.92], "largest_force_ha_per_bohr": 0.102, "total_charge": 1}

***

2.
{"formula": "C4H8NS", "method": "wB97M-V/def2-TZVPD", "species": ["C", "C", "C", "C", "N", "S", "H", "H", "H", "H", "H", "H", "H", "H"], "coordinates": [[-0.47, -1.46, -0.13], [1.84, 0.34, 0.89], [0.55, 0.72, 0.22], [-1.75, 0.45, -0.68], [-0.45, -0.09, -0.27], [2.95, -0.25, -0.43], [-1.33, -2.07, -0.31], [0.45, -1.99, 0.04], [2.28, 1.34, 1.13], [1.91, -0.36, 1.78], [0.45, 1.78, -0.01], [-2.49, -0.03, 0.10], [-2.03, 0.18, -1.81], [-1.91, 1.45, -0.52]], "de_lowest_kcal_mol": 95.5, "homo_energy_ev": [-12.73, -12.83], "largest_force_ha_per_bohr": 0.081, "total_charge": 1}

***

3.
{"formula": "C52H54N14NaOP3", "method": "wB97M-V/def2-TZVPD", "species": ["Na", "C", "N", "C", "C", "N", "C", "P", "C", "N", "C", "C", "N", "C", "C", "N", "C", "C", "N", "C", "H", "H", "H", "H", "H", "H", "H", "H", "H", "H", "H", "H", "H", "H", "H", "C", "N", "C", "P", "C", "C", "C", "C", "C", "C", "C", "C", "C", "C", "C", "C", "C", "C", "C", "C", "C", "C", "P", "C", "C", "C", "C", "C", "C", "C", "C", "C", "C", "C", "C", "H", "H", "H", "H", "H", "H", "H", "H", "H", "H", "H", "H", "H", "H", "H", "H", "H", "H", "H", "H", "H", "H", "H", "H", "H", "H", "H", "H", "H", "O", "N", "C", "C", "N", "C", "N", "C", "C", "C", "C", "N", "C", "N", "N", "N", "H", "H", "H", "H", "H", "H", "H", "H", "H", "H"], "coordinates": [[0.11, -0.10, -1.75], [-0.16, 5.48, -3.92], [-0.51, 4.09, -3.73], [-1.56, 3.44, -4.32], [-1.49, 2.14, -3.92], [-0.41, 1.97, -3.10], [0.17, 3.15, -3.00], [1.67, 3.55, -2.07], [2.69, 2.11, -2.49], [2.32, 0.85, -2.51], [3.34, 0.16, -3.09], [4.34, 1.02, -3.43], [3.93, 2.26, -3.04], [4.70, 3.48, -3.19], [1.11, 3.23, -0.36], [0.36, 2.25, 0.10], [0.23, 2.48, 1.44], [0.87, 3.64, 1.78], [1.44, 4.11, 0.63], [2.26, 5.30, 0.52], [-1.02, 6.00, -4.34], [0.68, 5.59, -4.60], [0.10, 5.94, -2.97], [-2.25, 3.96, -4.96], [-2.14, 1.32, -4.16], [3.29, -0.91, -3.26], [5.30, 0.86, -3.89], [5.74, 3.22, -3.36], [4.64, 4.08, -2.28], [4.34, 4.07, -4.03], [-0.30, 1.81, 2.10], [1.00, 4.14, 2.73], [2.42, 5.70, 1.52], [1.77, 6.05, -0.09], [3.23, 5.06, 0.09], [0.39, -2.12, 2.21], [0.81, -0.84, 2.79], [2.13, -0.40, 2.39], [2.40, -0.39, 0.54], [3.89, 0.69, 0.50], [5.03, 0.35, -0.23], [6.09, 1.24, -0.36], [6.03, 2.49, 0.25], [4.91, 2.84, 0.97], [3.85, 1.96, 1.09], [3.14, -2.04, 0.25], [4.17, -2.57, 1.04], [4.66, -3.84, 0.80], [4.13, -4.60, -0.24], [3.12, -4.08, -1.03], [2.63, -2.81, -0.78], [0.43, -0.56, 4.12], [-0.79, -1.03, 4.63], [-1.20, -0.71, 5.91], [-0.42, 0.09, 6.74], [0.79, 0.55, 6.25], [1.22, 0.23, 4.97], [-0.75, -1.87, 0.73], [-1.05, -3.59, 0.20], [-0.06, -4.57, 0.31], [-0.23, -5.82, -0.28], [-1.40, -6.11, -0.97], [-2.39, -5.14, -1.07], [-2.21, -3.89, -0.50], [-2.25, -1.44, 1.68], [-2.44, -0.08, 1.92], [-3.41, 0.37, 2.81], [-4.24, -0.55, 3.44], [-4.10, -1.90, 3.17], [-3.11, -2.35, 2.31], [-0.08, -2.75, 2.96], [1.28, -2.66, 1.86], [2.92, -0.97, 2.89], [2.25, 0.64, 2.68], [5.09, -0.62, -0.71], [6.96, 0.95, -0.93], [6.87, 3.17, 0.16], [4.86, 3.80, 1.47], [2.97, 2.26, 1.65], [4.60, -1.97, 1.84], [5.46, -4.24, 1.41], [4.52, -5.59, -0.43], [2.71, -4.67, -1.85], [1.82, -2.42, -1.41], [-1.45, -1.63, 4.02], [-2.15, -1.09, 6.26], [-0.74, 0.34, 7.74], [1.44, 1.16, 6.87], [2.19, 0.59, 4.65], [0.87, -4.37, 0.83], [0.55, -6.56, -0.20], [-1.52, -7.07, -1.45], [-3.29, -5.35, -1.63], [-2.97, -3.13, -0.65], [-1.80, 0.62, 1.40], [-3.51, 1.43, 3.02], [-4.99, -0.21, 4.14], [-4.76, -2.62, 3.64], [-2.99, -3.41, 2.12], [-0.31, -1.98, -2.60], [-0.74, -3.06, -3.09], [0.10, -3.77, -3.84], [-0.37, -5.02, -4.35], [-0.72, -6.03, -4.76], [1.43, -3.33, -4.14], [2.50, -2.98, -4.38], [-7.34, -0.35, 0.37], [-6.97, 1.01, -0.21], [-7.21, 1.08, -1.71], [-5.56, 1.46, 0.17], [-4.47, 0.80, -0.55], [-3.29, 1.29, -0.92], [-2.60, 0.34, -1.52], [-3.39, -0.75, -1.50], [-4.51, -0.49, -0.91], [-8.41, -0.54, 0.22], [-7.13, -0.40, 1.44], [-6.79, -1.16, -0.12], [-7.61, 1.75, 0.28], [-6.63, 0.33, -2.24], [-6.95, 2.07, -2.11], [-8.27, 0.91, -1.93], [-5.39, 1.32, 1.24], [-5.45, 2.52, -0.06], [-2.97, 2.30, -0.77]], "de_lowest_kcal_mol": 1.5, "homo_energy_ev": -7.39, "largest_force_ha_per_bohr": 0.012}

***

4.
{"formula": "C29H36GeNPdS5SeSi", "method": "wB97M-V/def2-TZVPD", "species": ["Pd", "C", "C", "C", "C", "C", "N", "H", "H", "H", "H", "H", "H", "H", "H", "H", "C", "Si", "C", "C", "Se", "H", "H", "H", "H", "H", "H", "H", "H", "H", "C", "S", "C", "C", "S", "S", "C", "S", "S", "H", "H", "H", "C", "Ge", "C", "C", "C", "C", "C", "C", "C", "C", "C", "C", "C", "C", "C", "C", "C", "C", "H", "H", "H", "H", "H", "H", "H", "H", "H", "H", "H", "H", "H", "H", "H"], "coordinates": [[0.51, -0.51, 0.61], [4.95, 0.95, 0.30], [4.65, -0.55, 0.47], [5.72, -1.42, -0.19], [4.54, -0.87, 1.96], [3.36, -0.80, -0.14], [2.31, -0.93, -0.61], [5.83, 1.20, 0.87], [4.11, 1.53, 0.68], [5.11, 1.20, -0.75], [6.68, -1.23, 0.29], [5.82, -1.20, -1.25], [5.49, -2.48, -0.06], [5.46, -0.58, 2.45], [4.37, -1.93, 2.12], [3.71, -0.32, 2.40], [-0.11, 4.39, 2.59], [0.61, 3.95, 0.88], [2.29, 4.76, 0.45], [-0.64, 4.31, -0.51], [1.20, 1.73, 1.25], [-0.22, 5.46, 2.73], [0.53, 4.00, 3.38], [-1.08, 3.92, 2.70], [2.21, 5.84, 0.45], [2.62, 4.45, -0.53], [3.06, 4.47, 1.16], [-0.64, 5.37, -0.74], [-1.65, 4.04, -0.21], [-0.40, 3.78, -1.42], [2.94, -4.07, -1.09], [2.87, -3.82, 0.71], [1.15, -3.90, 1.00], [0.49, -3.08, 1.87], [1.15, -1.74, 2.70], [-1.16, -3.58, 2.24], [-1.23, -4.96, 1.19], [-2.55, -5.90, 1.03], [0.25, -5.25, 0.32], [3.99, -3.96, -1.36], [2.36, -3.29, -1.58], [2.58, -5.06, -1.34], [-2.83, -0.69, 2.80], [-1.86, -0.57, 1.04], [-2.60, -2.01, -0.15], [-3.91, -2.41, -0.03], [-4.42, -3.41, -0.85], [-3.60, -4.03, -1.78], [-2.28, -3.63, -1.91], [-1.79, -2.62, -1.10], [-2.66, 1.03, 0.13], [-3.70, 1.71, 0.71], [-4.41, 2.70, 0.02], [-4.06, 3.02, -1.26], [-2.97, 2.39, -1.88], [-2.57, 2.77, -3.18], [-1.49, 2.17, -3.78], [-0.75, 1.20, -3.08], [-1.12, 0.84, -1.81], [-2.24, 1.39, -1.18], [-3.90, -0.65, 2.63], [-2.53, 0.13, 3.45], [-2.60, -1.62, 3.30], [-4.55, -1.94, 0.70], [-5.45, -3.71, -0.75], [-3.99, -4.83, -2.39], [-1.64, -4.11, -2.64], [-0.74, -2.31, -1.19], [-4.00, 1.46, 1.71], [-5.22, 3.21, 0.52], [-4.61, 3.78, -1.81], [-3.13, 3.54, -3.69], [-1.19, 2.45, -4.78], [0.11, 0.75, -3.55], [-0.50, 0.10, -1.27]], "de_lowest_kcal_mol": 57.6, "homo_energy_ev": [-7.36, -7.58], "largest_force_ha_per_bohr": 0.032, "spin_multiplicity": 2, "s2": 0.7892}

***

5.
{"formula": "C8H10AuO5", "method": "wB97M-V/def2-TZVPD", "species": ["Au", "O", "C", "C", "O", "C", "O", "C", "O", "C", "H", "H", "C", "H", "H", "C", "C", "O", "H", "H", "H", "H", "H", "H"], "coordinates": [[-0.35, 0.16, -1.03], [-0.47, -2.99, -1.59], [-0.39, -1.87, -1.35], [-0.23, 1.97, 0.05], [-0.07, 2.69, 0.93], [-2.53, -0.02, -0.08], [-3.18, -0.30, 0.82], [1.57, 0.33, -1.73], [2.71, 0.39, -1.84], [-1.53, 0.43, -3.19], [-0.79, 0.09, -3.93], [-2.46, -0.15, -3.12], [-1.42, 1.69, -2.63], [-2.27, 2.17, -2.11], [-0.61, 2.38, -2.92], [1.80, -0.88, 3.44], [1.39, -0.58, 2.00], [-0.03, -0.48, 1.74], [1.48, -0.08, 4.12], [2.90, -0.93, 3.41], [1.38, -1.81, 3.82], [1.81, 0.39, 1.70], [1.80, -1.35, 1.34], [-0.49, -1.25, 2.14]], "de_lowest_kcal_mol": 18.8, "homo_energy_ev": [-22.17, -21.76], "largest_force_ha_per_bohr": 0.117, "total_charge": 3, "spin_multiplicity": 3, "s2": 2.0144}

***

6.
{"formula": "AlB3H12", "method": "wB97M-V/def2-TZVPD", "species": ["Al", "B", "H", "H", "H", "H", "B", "H", "H", "H", "H", "B", "H", "H", "H", "H"], "coordinates": [[30.31, 14.23, 13.67], [28.77, 13.41, 18.37], [27.93, 13.12, 17.76], [28.40, 13.36, 19.38], [29.65, 12.81, 18.21], [28.91, 14.44, 18.11], [30.19, 18.04, 10.35], [29.22, 17.70, 10.66], [30.72, 18.17, 11.28], [30.76, 17.40, 9.70], [30.04, 18.99, 9.86], [29.97, 9.12, 13.35], [29.74, 8.07, 13.29], [29.22, 9.74, 12.88], [30.11, 9.48, 14.36], [30.90, 9.40, 12.90]], "de_lowest_kcal_mol": 228.6, "homo_energy_ev": -9.23, "largest_force_ha_per_bohr": 0.103}

***

7.
{"formula": "C9H15N4O", "method": "wB97M-V/def2-TZVPD", "species": ["C", "C", "C", "C", "C", "C", "C", "C", "C", "N", "N", "N", "N", "O", "H", "H", "H", "H", "H", "H", "H", "H", "H", "H", "H", "H", "H", "H", "H"], "coordinates": [[-2.77, -0.45, -1.36], [-3.67, -0.50, 0.79], [-0.04, 0.78, 1.60], [0.97, 1.71, -0.47], [0.09, -0.66, 1.15], [1.48, 0.29, -0.82], [1.65, -1.99, -0.36], [-4.05, -0.47, -0.67], [-1.29, 2.37, 0.34], [-1.69, -0.54, -1.76], [-3.35, -0.95, 1.81], [-0.17, 1.64, 0.47], [1.32, -0.75, 0.32], [-1.06, 3.22, -0.72], [-0.93, 1.15, 2.27], [0.76, 0.96, 2.31], [1.64, 2.32, 0.07], [0.70, 2.13, -1.35], [0.33, -1.46, 1.86], [-0.65, -1.12, 0.49], [0.85, 0.05, -1.63], [2.48, 0.48, -1.14], [1.15, -2.21, -1.22], [2.76, -2.19, -0.62], [1.44, -2.96, 0.30], [-4.46, -1.37, -1.00], [-4.61, 0.47, -0.85], [2.01, -0.61, 0.95], [-1.86, 3.70, -0.65]], "de_lowest_kcal_mol": 73.7, "homo_energy_ev": -12.45, "largest_force_ha_per_bohr": 0.121, "total_charge": 1}

***

8.
{"formula": "C10H14CeN2P", "method": "wB97M-V/def2-TZVPD", "species": ["C", "C", "C", "C", "C", "Ce", "P", "H", "H", "H", "H", "H", "H", "H", "H", "N", "C", "C", "C", "C", "C", "N", "H", "H", "H", "H", "H", "H"], "coordinates": [[0.76, 2.52, -1.93], [1.97, 3.18, -1.76], [2.90, 2.99, -0.73], [2.75, 2.10, 0.34], [1.66, 1.22, 0.55], [0.15, 0.79, -0.73], [-1.62, 0.40, -2.53], [0.08, 2.81, -2.70], [2.15, 3.96, -2.50], [3.76, 3.61, -0.73], [1.62, 0.66, 1.45], [3.50, 2.09, 1.13], [-1.59, -0.87, -3.11], [-1.57, 1.26, -3.63], [-2.93, 0.51, -2.08], [-0.19, -0.29, 2.65], [-0.59, -1.30, 1.85], [-1.01, -2.53, 2.42], [-1.56, -3.52, 1.64], [-1.69, -3.32, 0.28], [-1.25, -2.15, -0.26], [-0.68, -1.15, 0.48], [-0.21, 0.69, 2.36], [-0.10, -0.42, 3.67], [-0.94, -2.65, 3.50], [-1.90, -4.45, 2.10], [-2.13, -4.11, -0.35], [-1.33, -2.03, -1.38]], "de_lowest_kcal_mol": 0.0, "homo_energy_ev": -9.86, "largest_force_ha_per_bohr": 0.087, "total_charge": 1}

***

9.
{"formula": "C4H9NO", "method": "wB97M-V/def2-TZVPD", "species": ["C", "C", "N", "C", "C", "O", "H", "H", "H", "H", "H", "H", "H", "H", "H"], "coordinates": [[-1.88, -0.20, -0.10], [1.01, -0.84, -0.86], [-0.61, -0.13, 0.90], [0.49, 0.31, -0.02], [1.40, 0.87, 0.90], [-1.79, 0.80, -0.96], [-0.15, 1.05, -0.74], [-0.86, 0.67, 1.47], [-1.82, -1.21, -0.54], [-2.69, -0.11, 0.64], [0.27, -1.11, -1.62], [1.93, -0.56, -1.38], [1.20, -1.72, -0.25], [1.08, 1.65, 1.57], [2.42, 0.53, 0.98]], "de_lowest_kcal_mol": 128.8, "homo_energy_ev": [-9.54, -8.84], "largest_force_ha_per_bohr": 0.030}

***

10.
{"formula": "C17H19Cl2N3O4S", "method": "wB97M-V/def2-TZVPD", "species": ["C", "C", "C", "C", "N", "S", "O", "O", "C", "C", "C", "N", "C", "O", "C", "C", "C", "C", "C", "Cl", "C", "Cl", "C", "C", "C", "N", "O", "H", "H", "H", "H", "H", "H", "H", "H", "H", "H", "H", "H", "H", "H", "H", "H", "H", "H", "H"], "coordinates": [[3.11, 5.63, 4.12], [2.25, 4.79, 3.21], [1.75, 5.22, 2.04], [1.02, 4.08, 1.54], [0.32, 4.16, 0.39], [-1.09, 3.28, 0.21], [-1.68, 3.80, -1.00], [-1.98, 3.54, 1.37], [-0.63, 1.52, 0.08], [-1.83, 0.66, -0.23], [-1.45, -0.81, -0.44], [-0.47, -0.93, -1.48], [-0.56, -1.85, -2.52], [0.30, -1.91, -3.38], [-1.50, -3.08, -2.55], [-1.03, -4.26, -1.72], [0.32, -4.65, -1.78], [0.79, -5.70, -1.00], [-0.11, -6.42, -0.23], [0.45, -7.81, 0.66], [-1.47, -6.11, -0.22], [-2.54, -7.06, 0.73], [-1.93, -4.99, -0.94], [0.76, -0.15, -1.30], [0.49, 1.33, -0.98], [1.12, 3.07, 2.33], [1.93, 3.50, 3.39], [2.58, 5.91, 5.03], [4.00, 5.08, 4.41], [3.43, 6.54, 3.65], [1.84, 6.20, 1.64], [0.19, 5.08, -0.04], [-0.26, 1.23, 1.08], [-2.33, 1.04, -1.13], [-2.59, 0.79, 0.55], [-2.35, -1.35, -0.66], [-1.02, -1.21, 0.49], [-1.59, -3.38, -3.59], [-2.50, -2.82, -2.21], [0.98, -4.08, -2.45], [1.83, -5.98, -1.08], [-3.01, -4.75, -0.84], [1.36, -0.53, -0.45], [1.45, -0.22, -2.16], [0.22, 1.81, -1.93], [1.43, 1.79, -0.61]], "homo_energy_ev": -9.17, "largest_force_ha_per_bohr": 0.078}

***

11.
{"formula": "C18H27BrClNS3Ta", "method": "wB97M-V/def2-TZVPD", "species": ["Ta", "C", "C", "S", "C", "C", "S", "C", "C", "S", "H", "H", "H", "H", "H", "H", "H", "H", "H", "H", "H", "H", "Br", "C", "C", "C", "C", "C", "N", "H", "H", "H", "H", "H", "H", "H", "H", "H", "Cl", "C", "C", "C", "C", "C", "C", "C", "H", "H", "H", "H", "H", "H"], "coordinates": [[1.09, -1.62, -0.61], [-0.92, 2.33, -3.72], [-0.13, 2.56, -2.43], [-0.02, 1.24, -1.16], [-1.73, 0.73, -0.90], [-2.25, -0.33, -1.87], [-1.12, -1.69, -2.29], [-0.16, -1.20, -3.80], [-0.85, -0.31, -4.83], [-0.07, 1.33, -4.97], [-1.02, 3.31, -4.19], [-1.92, 1.95, -3.55], [-0.57, 3.39, -1.88], [0.90, 2.81, -2.66], [-2.37, 1.62, -0.95], [-1.75, 0.36, 0.12], [-2.58, 0.10, -2.81], [-3.12, -0.83, -1.43], [0.08, -2.18, -4.23], [0.77, -0.74, -3.47], [-1.92, -0.20, -4.67], [-0.72, -0.75, -5.81], [1.94, -3.61, -1.69], [-2.88, -1.10, 3.34], [-1.46, -1.70, 3.39], [-0.57, -0.95, 4.41], [-1.51, -3.22, 3.72], [-0.86, -1.54, 2.10], [-0.37, -1.38, 1.06], [-3.34, -1.25, 4.32], [-3.50, -1.60, 2.59], [-2.85, -0.03, 3.14], [-1.04, -1.05, 5.39], [-0.50, 0.11, 4.17], [0.42, -1.39, 4.47], [-1.96, -3.33, 4.70], [-0.51, -3.65, 3.75], [-2.12, -3.76, 2.99], [2.57, -1.49, 1.45], [2.75, 0.27, 1.31], [2.72, 1.06, 2.44], [2.91, 2.43, 2.26], [3.10, 2.94, 0.98], [3.08, 2.12, -0.14], [2.91, 0.75, 0.01], [2.86, -0.22, -1.12], [2.59, 0.65, 3.43], [2.92, 3.08, 3.12], [3.27, 4.01, 0.85], [3.24, 2.54, -1.12], [3.73, -0.89, -1.12], [2.83, 0.28, -2.09]], "de_lowest_kcal_mol": 26.8, "homo_energy_ev": -17.08, "largest_force_ha_per_bohr": 0.049, "total_charge": 3}